Molecular formula: C21H37N3O6S
Method: DFT, ωB97M-V with the def2-TZVPD basis set

Structure (XYZ):
```
68
Properties=species:S:1:pos:R:3
C -4.90388 -2.35545 1.42850
S -3.85422 -2.50011 -0.04244
C -2.36098 -3.17264 0.77659
C -1.15079 -3.14769 -0.14779
C -0.46283 -1.76936 -0.17128
N -1.32257 -0.75216 -0.71772
C -1.97311 0.16741 0.02287
O -1.82059 0.28423 1.22973
O -2.75075 0.91435 -0.75266
C -3.55283 1.99396 -0.20769
C -2.65072 3.09629 0.34266
C -4.50278 1.46267 0.86417
C -4.34336 2.49984 -1.41452
C 0.77351 -1.87879 -1.06909
O 0.67604 -1.65849 -2.26474
N 1.93388 -2.26792 -0.50023
C 2.16835 -2.39562 0.92915
C 3.66678 -2.44612 1.23422
C 4.45161 -1.42363 0.40216
C 4.06471 0.00022 0.81843
O 4.68784 0.59890 1.67047
N 3.01133 0.52974 0.16735
C 2.51875 1.86384 0.40990
C 1.17625 1.83785 1.13550
O 0.52419 2.81224 1.39920
O 0.78870 0.60157 1.42902
C 2.41074 2.64174 -0.92314
C 1.22126 2.15983 -1.75482
C 2.32018 4.14323 -0.66977
C 4.27181 -1.71681 -1.09759
C 3.05604 -2.61240 -1.35469
H -5.87384 -2.00341 1.09361
H -5.00639 -3.32904 1.90044
H -4.46217 -1.63811 2.11520
H -2.18105 -2.57013 1.66787
H -2.59621 -4.19717 1.07021
H -0.42671 -3.89129 0.19310
H -1.45695 -3.41160 -1.16233
H -0.21428 -1.47459 0.84804
H -1.48556 -0.78078 -1.71364
H -3.25973 3.91946 0.70509
H -1.99102 3.46792 -0.43850
H -2.03919 2.72991 1.16240
H -3.94370 1.13496 1.73592
H -5.07014 0.62295 0.46850
H -5.19183 2.24753 1.16277
H -3.66125 2.82919 -2.19361
H -4.96354 1.70163 -1.81359
H -4.97627 3.33193 -1.12124
H 1.68719 -3.30273 1.31734
H 1.74042 -1.53093 1.44077
H 3.81152 -2.24050 2.29527
H 4.06523 -3.44194 1.03118
H 5.50742 -1.51459 0.67375
H 2.47756 -0.03552 -0.47280
H 3.24912 2.35391 1.06580
H -0.16570 0.58519 1.70429
H 3.33394 2.43405 -1.47770
H 1.26555 1.09024 -1.95229
H 1.20911 2.67389 -2.71313
H 0.28667 2.37703 -1.24282
H 3.20420 4.49621 -0.14426
H 2.24347 4.67718 -1.61407
H 1.44559 4.36934 -0.06689
H 4.17702 -0.78398 -1.65478
H 5.15427 -2.23027 -1.48148
H 3.31497 -3.66055 -1.17181
H 2.71966 -2.51615 -2.38836
```

Computed properties:
HOMO-LUMO gap, eV: 9.11
Highest occupied orbital energy, hartree: -0.3150
2S+1: 1
Strongest force on any atom, eV/Å: 0.7
SMILES: CSCC[C@H](NC(=O)OC(C)(C)C)C(=O)N1CCC(C(=O)N[C@H](C(=O)O)C(C)C)CC1


Molecular formula: C21H37N4O4S
Method: DFT, ωB97M-V with the def2-TZVPD basis set

Structure (XYZ):
```
67
Properties=species:S:1:pos:R:3
C 2.69330 -3.37772 2.80081
C 3.41891 -2.84994 1.46681
C 4.02468 -1.35468 1.59085
C 2.75022 -0.36673 1.87885
C 2.81977 0.32605 3.34628
C 1.30398 0.58445 3.82323
C 0.77337 2.09079 3.61915
C 1.10300 2.74522 2.18734
C -0.13084 2.77274 1.14874
C -1.10628 1.50279 1.21828
N -1.73629 1.08991 -0.06947
C -2.10740 1.75670 -1.16083
O -1.92928 3.14219 -1.36491
C -1.18952 3.38810 -2.60160
C 0.21036 2.60695 -2.73173
C 0.29919 1.57015 -3.96619
C 1.28832 0.34473 -3.52061
S -2.91594 0.78404 -2.49907
C -3.27077 -0.63861 -1.30691
C -3.08266 -1.90933 -2.32211
C -4.25350 -1.89472 -3.43947
N -3.93724 -1.49279 -4.65811
O -4.63852 -0.67545 -0.76544
C -4.85481 -1.87198 -0.04651
N -4.96053 -2.96359 0.47445
C -2.07230 -0.38325 -0.22415
C -0.78963 -1.34637 -0.48529
O -1.05804 -2.72601 -0.04827
N -0.01289 -3.15433 0.73493
O -0.23661 -4.28617 1.02251
H 3.50926 -3.68857 3.53809
H 1.99089 -4.22597 2.49446
H 2.04011 -2.58345 3.32797
H 4.30694 -3.52565 1.15653
H 2.67484 -2.81133 0.57868
H 4.50953 -1.00851 0.60850
H 4.76970 -1.22754 2.45368
H 2.73450 0.38425 1.01143
H 1.77475 -0.98266 1.79898
H 3.37209 1.33887 3.21613
H 3.38726 -0.36686 4.05709
H 1.28537 0.38924 4.96896
H 0.53945 -0.14944 3.37816
H 1.28705 2.76270 4.41325
H -0.35593 2.11829 3.89037
H 1.36948 3.85650 2.39185
H 2.00807 2.30364 1.64728
H 0.29914 3.00878 0.11725
H -0.77305 3.69596 1.44016
H -1.92905 1.59206 2.03274
H -0.45634 0.60441 1.56605
H -0.94754 4.51992 -2.61615
H -1.84887 3.20485 -3.53322
H 0.54185 2.04012 -1.79545
H 1.03198 3.40510 -2.92240
H 0.76920 2.01219 -4.91387
H -0.69163 1.07460 -4.24881
H 1.21649 0.09423 -2.40422
H 2.37904 0.52546 -3.82088
H 0.96526 -0.62249 -4.07763
H -3.00480 -2.90834 -1.76676
H -2.11154 -1.67567 -2.90566
H -5.33748 -2.20234 -3.23104
H -4.76121 -1.49519 -5.28190
H -2.61299 -0.58654 0.78363
H 0.12558 -0.99318 0.13182
H -0.45948 -1.29058 -1.58663
```

Computed properties:
HOMO-LUMO gap, eV: 8.70
Highest occupied orbital energy, hartree: -0.4645
Net charge: +1
2S+1: 1
Strongest force on any atom, eV/Å: 6.5


Molecular formula: C21H37NO12P
Method: DFT, ωB97M-V with the def2-TZVPD basis set

Structure (XYZ):
```
72
Properties=species:S:1:pos:R:3
C 2.33574 2.79935 -3.57313
C 1.01055 2.04823 -3.76778
C 1.08883 0.56127 -3.38958
P 2.15579 -0.34932 -4.52093
C 3.73585 -0.90282 -3.83797
C 3.60608 -2.31808 -3.29500
N 4.44660 -2.75974 -2.47393
H 2.27467 3.49071 -2.73234
H 3.17887 2.12748 -3.36315
H 2.60515 3.38457 -4.45278
H 0.23777 2.50465 -3.15280
H 0.65851 2.13203 -4.80016
H 0.11378 0.06681 -3.39919
H 1.51361 0.43410 -2.38651
H 1.50309 -1.49378 -4.98997
H 2.39654 0.43370 -5.65033
H 4.02856 -0.21892 -3.03567
H 4.49705 -0.84890 -4.62208
H 2.75019 -2.87332 -3.68812
H 4.24283 -3.72300 -2.20862
C 0.39261 -7.79324 -3.20903
C 0.66038 -6.66487 -4.16285
C 2.08816 -6.13289 -4.21494
O 1.87170 -4.74797 -4.52675
C 0.63830 -4.39833 -4.10111
O 0.27875 -3.25415 -4.06087
O -0.06152 -5.46925 -3.74349
H 0.85763 -8.70503 -3.58513
H 0.79272 -7.57300 -2.21939
H -0.67826 -7.96885 -3.12644
H 0.31053 -6.89860 -5.17086
H 2.71840 -6.57456 -4.97983
H 2.56751 -6.20333 -3.23552
C -3.61214 4.80600 0.75297
C -2.93905 3.96941 -0.29700
C -1.60340 3.35701 0.08728
O -0.91358 3.31232 -1.17355
C -1.44607 4.26880 -1.97817
O -0.96116 4.58115 -3.02339
O -2.55612 4.77924 -1.43896
H -3.95850 4.15635 1.55817
H -2.91957 5.54104 1.16369
H -4.46997 5.32595 0.33029
H -3.61100 3.19508 -0.67711
H -1.68300 2.36756 0.52142
H -1.04924 4.01450 0.76128
C -1.12723 -2.38410 3.69221
C -1.52414 -1.25960 2.77666
C -0.46996 -0.18714 2.53808
O -1.26717 0.99801 2.38010
C -2.45198 0.79922 3.01189
O -3.25239 1.66725 3.18802
O -2.58618 -0.47971 3.37219
H -0.39679 -3.02132 3.19092
H -0.68989 -1.98923 4.60905
H -1.99710 -2.99197 3.93570
H -1.91182 -1.63000 1.82242
H 0.12508 -0.33159 1.64018
H 0.17075 -0.06882 3.41289
C -0.64834 3.97987 7.81547
C -0.68388 3.14712 6.56525
C -1.96631 2.37617 6.29690
O -1.48428 1.20583 5.62294
C -0.19381 1.01429 5.96396
O 0.44009 0.04734 5.66141
O 0.27671 2.06496 6.65280
H -1.30435 4.84335 7.69840
H -0.97778 3.39964 8.67726
H 0.36170 4.34175 7.99910
H -0.40907 3.73581 5.68538
H -2.68373 2.87316 5.65076
H -2.44231 2.06431 7.22940
```

Computed properties:
HOMO-LUMO gap, eV: 10.30
Highest occupied orbital energy, hartree: -0.4665
Net charge: +1
2S+1: 1
Strongest force on any atom, eV/Å: 0.3


Molecular formula: C21H38BN4O7
Method: DFT, ωB97M-V with the def2-TZVPD basis set

Structure (XYZ):
```
71
Properties=species:S:1:pos:R:3
C 2.23706 -3.83470 3.06283
C 2.52696 -2.42917 2.32975
C 2.89118 -1.30596 3.44307
O 2.52934 -1.51014 4.62841
O 3.61728 -0.11851 3.06717
C 2.64958 0.66180 2.29773
C 3.05416 0.50442 0.73122
C 1.88433 0.98188 -0.23697
N 0.48412 1.06310 0.04586
N -0.08703 1.55006 -1.08732
C -1.51827 1.85253 -1.35611
C -2.52936 0.70519 -0.80254
C -2.35924 -0.70934 -1.54352
C -3.67215 -1.63855 -1.51179
C -4.09739 -2.07530 0.00609
C -5.16296 -1.00132 0.53942
C -5.17838 -0.78997 2.13130
C -3.73357 -0.67855 2.80908
O -3.62550 0.34350 3.83703
C -2.27747 0.72539 4.06142
C -1.01450 -0.24691 4.04852
O -2.04336 1.95422 4.24993
C 0.93073 1.79692 -2.08204
C 0.66632 2.42158 -3.55352
C 0.23495 3.96653 -3.27378
O -0.49231 4.61742 -4.03860
O 0.74961 4.59489 -2.09053
N 2.22851 1.41965 -1.58816
B 3.57016 1.47741 -2.30280
O 4.17780 2.80222 -2.36491
N 4.24058 0.30452 -2.93609
C 3.67261 -0.99944 -2.44559
C 3.94432 0.33124 -4.41704
H 2.15656 -4.62050 2.23093
H 3.14488 -4.06048 3.72052
H 1.25967 -3.74240 3.65734
H 1.64158 -2.02538 1.72835
H 3.40272 -2.55666 1.58627
H 2.68057 1.76164 2.60294
H 1.56855 0.28391 2.42979
H 3.99565 1.15586 0.58638
H 3.33518 -0.57178 0.48544
H -1.85837 2.82454 -0.82934
H -1.76520 1.97129 -2.47207
H -3.58349 1.15732 -0.93738
H -2.26182 0.54826 0.30427
H -2.04292 -0.46922 -2.63296
H -1.43860 -1.24309 -1.08748
H -3.36538 -2.63041 -2.02286
H -4.55019 -1.20196 -2.10157
H -3.11944 -2.11731 0.59075
H -4.57784 -3.10484 -0.07367
H -6.20670 -1.41597 0.26044
H -5.09855 0.02704 0.05325
H -5.85773 -1.56520 2.65276
H -5.70601 0.22422 2.31767
H -2.88656 -0.51225 2.04111
H -3.49677 -1.70379 3.29386
H -0.04796 0.34449 4.27050
H -0.83174 -0.76930 3.04429
H -1.04954 -1.06854 4.85874
H 1.57847 2.35195 -4.23074
H -0.25835 1.87410 -3.96122
H 0.22425 4.31581 -1.30797
H 4.19992 2.99172 -3.33571
H 4.10492 -1.30152 -1.42008
H 3.98337 -1.82137 -3.19764
H 2.52429 -1.02582 -2.42127
H 2.85203 0.05340 -4.64774
H 4.23223 1.36871 -4.79707
H 4.62020 -0.46310 -4.89632
```

Computed properties:
HOMO-LUMO gap, eV: 8.46
Highest occupied orbital energy, hartree: -0.4510
Net charge: +1
2S+1: 1
Strongest force on any atom, eV/Å: 6.7
SMILES: CCC(=O)OCCc1nn(CCCCCCCCOC(C)=O)c(CC(=O)O)[n+]1B(O)N(C)C


Molecular formula: C21H38CeN3O4P
Method: DFT, ωB97M-V with the def2-TZVPD basis set

Structure (XYZ):
```
68
Properties=species:S:1:pos:R:3
C 2.29445 -0.59640 -0.76190
N 1.47296 -1.13941 0.22311
C 1.84513 -2.29941 0.82193
C 2.99358 -2.99449 0.45292
C 3.85031 -2.43946 -0.49944
C 3.51987 -1.23662 -1.08238
Ce -0.52942 -0.04057 1.11495
C -2.58446 1.40478 0.55265
O -3.47041 2.11254 0.79796
C 0.96126 -2.86797 1.91566
N 0.16665 -1.87183 2.71460
C 0.94129 -1.45446 3.93335
C 2.17749 -0.64055 3.60387
C 1.89394 0.57497 -1.45162
P 0.40198 1.49721 -1.21764
C -0.63252 1.11653 -2.79916
C -0.14488 1.98468 -3.95622
C 1.07738 3.27789 -1.06011
C -0.10471 4.24870 -0.91798
C 1.89401 3.33792 0.23554
C 2.02799 3.64851 -2.20295
C -0.46228 -0.37299 -3.13547
C -2.11560 1.42987 -2.52964
C -1.07637 -2.52942 3.22801
C -2.04968 -2.81667 2.09433
H 3.21662 -3.92845 0.97179
H 4.77435 -2.93566 -0.78051
H 4.16753 -0.71154 -1.78848
H 2.55866 0.91822 -2.25802
H 2.36842 4.32724 0.30855
H 1.27617 3.18516 1.12715
H 2.70070 2.59886 0.25068
H 2.40854 4.66397 -2.01990
H 2.89561 2.98110 -2.21764
H 1.55801 3.65170 -3.18983
H 0.27756 5.25678 -0.69582
H -0.71560 4.33117 -1.82644
H -0.74992 3.96619 -0.07189
H -0.70720 1.70486 -4.86071
H -0.34160 3.05181 -3.77693
H 0.91750 1.82104 -4.17138
H 0.58417 -0.60292 -3.36668
H -0.79053 -1.03092 -2.31528
H -1.06632 -0.61769 -4.02206
H -2.26760 2.46470 -2.19740
H -2.68159 1.31542 -3.47047
H -2.57455 0.75214 -1.79809
H 0.26226 -3.60087 1.48103
H 1.59860 -3.43562 2.61397
H 0.22863 -0.89564 4.56214
H 1.20875 -2.38656 4.45974
H -1.52571 -1.85972 3.97270
H -0.78264 -3.45030 3.76414
H -3.06484 -2.89556 2.50158
H -2.09991 -2.04766 1.29144
H -1.82988 -3.78050 1.62558
H 2.47961 -0.12026 4.52413
H 3.00956 -1.28826 3.30571
H 2.02555 0.12733 2.82319
C -5.51786 -2.95282 -0.55452
H -5.47331 -3.94297 -0.08225
H -5.75119 -3.09490 -1.61982
H -6.33313 -2.38900 -0.09374
O -4.30874 -2.21994 -0.32537
H -3.78120 -2.28471 -1.14413
O -1.71651 0.68751 3.07521
N -0.90502 1.64357 3.36229
O 0.12006 1.69035 2.55193
```

Computed properties:
HOMO-LUMO gap (alpha / beta), eV: 7.35 / 7.36
Highest occupied orbital energy (alpha / beta), hartree: -0.5263 / -0.5611
Net charge: +2
2S+1: 3
Strongest force on any atom, eV/Å: 6.6


Molecular formula: C21H38Cl15N2O5P
Method: DFT, ωB97M-V with the def2-TZVPD basis set

Structure (XYZ):
```
82
Properties=species:S:1:pos:R:3
C -0.01974 -5.09828 0.77656
C 0.35137 -3.61402 0.66164
C -0.76627 -2.66546 1.12486
N -2.10724 -2.90569 0.59498
C -2.57506 -2.22631 -0.58852
O -2.85072 -3.00016 -1.75473
C -2.31148 -4.29622 -1.89162
C -0.98788 -4.31687 -2.66865
C -3.97768 -1.67129 -0.13869
O -4.98237 -2.31555 -0.06346
N -3.88254 -0.30114 0.22097
C -2.52536 0.21294 -0.13443
C -1.95014 -0.89910 -1.03550
C -0.46745 -0.80988 -1.46465
C 0.37475 0.20801 -0.66005
C 1.89678 -0.09454 -0.66079
P 2.51042 0.02656 1.04397
O 2.06543 -1.11918 1.85569
O 4.09356 0.25415 1.04334
C 4.87639 -0.48780 0.08383
C 4.87676 -1.98418 0.34539
O 1.93580 1.42959 1.54366
C 1.51254 1.52713 2.91817
C 0.03102 1.23651 3.05427
H 0.86623 -5.68493 1.03012
H -0.43553 -5.52696 -0.12908
H -0.71227 -5.22135 1.61106
H 0.74930 -3.33856 -0.31601
H 1.16594 -3.43516 1.36500
H -0.82491 -2.83907 2.20328
H -0.42959 -1.63303 1.01653
H -2.80472 -2.87832 1.31931
H -3.03476 -4.84834 -2.49692
H -2.24280 -4.82638 -0.94336
H -0.10890 -4.24352 -2.03225
H -0.92070 -5.28526 -3.17526
H -0.99383 -3.55730 -3.44846
H -4.00394 -0.23615 1.22701
H -2.71015 1.04987 -0.80734
H -1.94439 0.47981 0.74284
H -2.50174 -0.73162 -1.96102
H 0.01290 -1.78553 -1.50704
H -0.46004 -0.43387 -2.49119
H 0.03190 0.26272 0.36890
H 0.23381 1.17753 -1.13566
H 2.42191 0.63139 -1.28681
H 2.11843 -1.09261 -1.03585
H 5.89489 -0.12012 0.20409
H 4.57511 -0.23088 -0.93197
H 5.62498 -2.44688 -0.29869
H 5.07369 -2.18875 1.39542
H 3.91983 -2.45182 0.10462
H 2.11192 0.91076 3.58552
H 1.68645 2.56879 3.19492
H -0.32983 1.57318 4.02550
H -0.19127 0.18174 2.88776
H -0.51197 1.80659 2.29308
Cl -3.12670 3.15922 -2.73987
C -4.30612 2.21851 -3.65713
Cl -4.60945 2.96521 -5.22599
Cl -3.76528 0.54950 -3.84241
H -5.23430 2.21079 -3.10208
Cl 1.08271 4.95658 -0.44249
C -0.31908 4.96140 0.62598
Cl -1.33154 3.54751 0.33388
Cl 0.18356 5.03075 2.31723
H -0.90479 5.84572 0.41354
Cl 7.21262 1.94902 -1.94484
C 6.82918 0.74336 -3.17268
Cl 7.00996 -0.88889 -2.52588
Cl 5.19717 0.98531 -3.80101
H 7.52621 0.86023 -3.99146
Cl -6.79433 3.72530 -1.21781
C -6.14949 5.33656 -0.88753
Cl -5.14266 5.31877 0.56058
Cl -5.24872 5.95958 -2.26849
H -6.98774 5.99586 -0.70706
Cl 3.01080 6.01932 5.72586
C 2.51167 4.42832 5.15469
Cl 3.57627 3.16776 5.77413
Cl 0.83193 4.10130 5.59522
H 2.58062 4.42326 4.07388
```

Computed properties:
HOMO-LUMO gap, eV: 9.00
Highest occupied orbital energy, hartree: -0.3229
2S+1: 1
Strongest force on any atom, eV/Å: 1.8
SMILES: CCCN[C@@]1(OCC)C(=O)NC[C@H]1CCCP(=O)(OCC)OCC.ClC(Cl)Cl.ClC(Cl)Cl.ClC(Cl)Cl.ClC(Cl)Cl.ClC(Cl)Cl